(1)
{"formula": "C47H57IrN3O3S4Si", "method": "wB97M-V/def2-TZVPD", "total_energy_ha": -4201.6648, "s2": 6.063, "multiplicity": 5, "gap_ev": [5.03, 4.81], "e_above_lowest_kj_mol": 80.3, "lumo_ev": [-2.2, -4.8], "charge": 1, "species": ["Ir", "S", "C", "C", "C", "C", "C", "C", "N", "C", "C", "C", "C", "C", "C", "C", "C", "N", "C", "C", "C", "C", "C", "S", "C", "H", "H", "H", "H", "H", "H", "H", "H", "H", "H", "H", "H", "S", "C", "C", "C", "C", "C", "C", "H", "H", "H", "H", "H", "C", "C", "C", "C", "O", "Si", "S", "O", "C", "C", "C", "C", "O", "C", "C", "C", "C", "H", "H", "H", "H", "H", "H", "H", "H", "H", "H", "H", "H", "H", "H", "H", "H", "H", "H", "H", "H", "H", "H", "H", "H", "H", "H", "H", "C", "N", "C", "C", "C", "C", "C", "C", "C", "C", "H", "H", "H", "H", "H", "H", "H", "H", "H", "H", "H", "H", "H"], "coordinates": [[-0.19, -0.17, -0.14], [4.45, 5.11, 1.46], [6.07, 4.57, 1.50], [6.15, 3.22, 1.30], [4.88, 2.63, 1.11], [3.85, 3.53, 1.18], [2.41, 3.28, 1.03], [1.95, 2.01, 0.72], [0.67, 1.71, 0.54], [-0.27, 2.70, 0.64], [0.11, 4.02, 0.99], [-0.93, 5.01, 1.10], [-2.21, 4.70, 0.84], [-2.60, 3.37, 0.43], [-3.90, 3.03, 0.11], [-4.17, 1.71, -0.37], [-3.15, 0.82, -0.42], [-1.88, 1.07, -0.04], [-1.59, 2.38, 0.34], [-5.51, 1.32, -0.81], [-6.68, 2.03, -0.71], [-7.80, 1.34, -1.27], [-7.47, 0.13, -1.78], [-5.79, -0.19, -1.61], [1.45, 4.29, 1.18], [6.87, 5.27, 1.66], [7.08, 2.68, 1.28], [4.74, 1.57, 0.94], [2.65, 1.18, 0.64], [-0.65, 6.02, 1.39], [-2.99, 5.45, 0.91], [-4.67, 3.78, 0.16], [-3.33, -0.16, -0.82], [-6.74, 3.00, -0.26], [-8.80, 1.74, -1.28], [-8.10, -0.59, -2.26], [1.75, 5.30, 1.45], [1.38, -0.25, -1.98], [3.08, -0.25, -1.76], [3.83, 0.17, -2.88], [5.21, 0.21, -2.81], [5.85, -0.16, -1.64], [5.12, -0.59, -0.53], [3.74, -0.63, -0.58], [3.31, 0.46, -3.78], [5.78, 0.54, -3.67], [6.93, -0.14, -1.58], [5.63, -0.90, 0.37], [3.16, -1.00, 0.26], [-0.90, -6.69, -0.63], [-0.14, -6.20, 0.60], [1.14, -7.00, 0.81], [-1.02, -6.33, 1.84], [0.13, -4.79, 0.43], [1.46, -3.85, 0.32], [0.87, -1.88, 1.00], [2.47, -4.36, 1.48], [3.89, -4.42, 1.69], [4.52, -3.10, 1.25], [4.08, -4.65, 3.18], [4.46, -5.58, 0.88], [2.23, -3.85, -1.11], [2.02, -4.25, -2.47], [2.97, -3.41, -3.31], [0.58, -4.00, -2.87], [2.40, -5.72, -2.60], [-1.28, -7.70, -0.46], [-0.26, -6.72, -1.52], [-1.74, -6.03, -0.84], [0.89, -8.05, 0.92], [1.67, -6.67, 1.70], [1.81, -6.90, -0.04], [-1.08, -7.37, 2.16], [-2.04, -6.00, 1.64], [-0.60, -5.75, 2.66], [4.11, -2.28, 1.85], [4.32, -2.92, 0.20], [5.60, -3.13, 1.40], [3.66, -3.83, 3.75], [5.14, -4.73, 3.42], [3.59, -5.57, 3.48], [4.24, -5.44, -0.18], [4.03, -6.52, 1.20], [5.54, -5.63, 1.00], [2.63, -2.37, -3.35], [3.00, -3.79, -4.33], [3.97, -3.44, -2.90], [0.33, -2.95, -2.71], [-0.11, -4.60, -2.29], [0.44, -4.23, -3.93], [3.47, -5.86, -2.43], [2.17, -6.09, -3.60], [1.86, -6.33, -1.88], [-3.84, -1.31, 2.06], [-3.50, -2.70, 1.65], [-4.71, -3.39, 1.12], [-2.21, -2.81, 0.80], [-2.26, -2.45, -0.66], [-3.06, -3.21, -1.51], [-3.17, -2.92, -2.86], [-2.43, -1.86, -3.38], [-1.58, -1.16, -2.55], [-1.43, -1.44, -1.19], [-4.55, -1.37, 2.88], [-4.29, -0.80, 1.22], [-2.93, -0.81, 2.37], [-3.23, -3.20, 2.50], [-5.03, -2.87, 0.22], [-5.48, -3.32, 1.89], [-4.46, -4.42, 0.92], [-1.88, -3.84, 0.93], [-1.51, -2.17, 1.34], [-3.62, -4.05, -1.13], [-3.81, -3.51, -3.49], [-2.51, -1.60, -4.42], [-1.01, -0.34, -2.98]], "mulliken_charge": [0.928, -0.232, -0.385, -0.769, -0.232, 0.673, 0.342, 0.203, -0.236, -0.157, 0.559, -1.340, -1.082, 0.855, -1.066, 0.418, 0.159, 0.390, -0.673, 0.541, -0.598, -0.676, -0.452, 0.122, -0.628, 0.463, 0.403, 0.251, 0.005, 0.446, 0.447, 0.384, -0.324, 0.400, 0.423, 0.448, 0.479, -0.304, 1.657, -0.636, -0.978, -0.681, -0.450, -0.445, 0.509, 0.443, 0.475, 0.402, -0.076, -1.297, 1.802, -1.483, -1.784, -0.012, 0.079, -0.773, -0.081, 1.937, -1.278, -1.927, -1.460, -0.125, 2.057, -1.501, -0.987, -1.759, 0.445, 0.290, 0.044, 0.592, 0.247, 0.343, 0.483, 0.256, 0.328, 0.463, -0.098, 0.494, 0.391, 0.379, 0.392, -0.006, 0.355, 0.554, 0.169, 0.487, 0.345, -0.123, -0.028, 0.652, 0.365, 0.470, 0.170, -0.838, 0.271, -0.912, -0.937, 3.671, -0.799, -1.374, -1.240, 0.071, -0.537, 0.454, 0.350, 0.279, 0.412, 0.404, 0.381, 0.292, -1.264, 0.080, 0.493, 0.483, 0.500, 0.482]}

(2)
{"formula": "C32H49CeClNO3PS", "method": "wB97M-V/def2-TZVPD", "total_energy_ha": -3203.8681, "s2": 0.753, "multiplicity": 2, "gap_ev": [4.83, 6.61], "lumo_ev": [2.3, 2.3], "charge": -1, "species": ["Ce", "Cl", "P", "C", "H", "H", "C", "C", "C", "H", "C", "H", "H", "C", "H", "H", "C", "H", "H", "C", "H", "H", "H", "H", "C", "C", "H", "C", "H", "H", "C", "H", "H", "C", "H", "H", "C", "H", "H", "H", "H", "C", "H", "C", "H", "H", "C", "H", "H", "C", "H", "H", "C", "H", "H", "H", "H", "C", "C", "H", "C", "H", "C", "H", "H", "C", "H", "H", "C", "H", "H", "H", "H", "O", "S", "O", "N", "C", "O", "C", "C", "C", "C", "C", "C", "H", "H", "H", "H"], "coordinates": [[0.00, -0.45, 1.23], [1.01, -0.90, 3.29], [0.10, 0.15, -1.05], [-1.70, 0.21, 1.37], [-2.63, -0.37, 1.33], [-1.82, 1.27, 1.58], [1.92, 0.40, -1.30], [-0.74, 1.80, -1.29], [2.46, 0.51, -2.74], [2.08, 1.35, -0.78], [3.96, 0.86, -2.71], [2.33, -0.45, -3.26], [1.91, 1.26, -3.31], [4.76, -0.18, -1.91], [4.34, 0.93, -3.74], [4.09, 1.85, -2.25], [4.21, -0.33, -0.49], [4.71, -1.15, -2.43], [5.82, 0.10, -1.88], [2.71, -0.66, -0.51], [4.75, -1.11, 0.05], [4.35, 0.61, 0.06], [2.55, -1.66, -0.96], [2.35, -0.71, 0.53], [-0.59, -0.94, -2.40], [-2.26, 1.66, -1.48], [-0.57, 2.24, -0.30], [-2.93, 3.03, -1.35], [-2.49, 1.23, -2.47], [-2.67, 0.96, -0.73], [-2.34, 4.03, -2.35], [-4.02, 2.93, -1.51], [-2.79, 3.40, -0.33], [-0.82, 4.15, -2.17], [-2.56, 3.69, -3.37], [-2.81, 5.01, -2.23], [-0.12, 2.78, -2.30], [-0.40, 4.85, -2.90], [-0.60, 4.56, -1.17], [-0.23, 2.42, -3.33], [0.95, 2.90, -2.10], [0.10, -2.32, -2.50], [-1.63, -1.11, -2.07], [-0.65, -3.24, -3.47], [1.13, -2.18, -2.86], [0.16, -2.80, -1.52], [-0.78, -2.62, -4.86], [-0.13, -4.21, -3.53], [-1.65, -3.44, -3.06], [-1.43, -1.23, -4.77], [0.22, -2.52, -5.31], [-1.36, -3.27, -5.52], [-0.66, -0.32, -3.81], [-1.48, -0.77, -5.76], [-2.47, -1.33, -4.42], [0.35, -0.16, -4.19], [-1.14, 0.66, -3.78], [0.10, -2.89, 0.98], [-1.22, -2.51, 0.76], [0.81, -2.79, 0.16], [-2.30, -2.91, 1.73], [-1.54, -2.22, -0.23], [-1.74, -3.28, 3.10], [-3.05, -2.11, 1.82], [-2.84, -3.76, 1.30], [-0.64, -4.33, 2.94], [-1.33, -2.39, 3.59], [-2.55, -3.67, 3.74], [0.53, -3.78, 2.11], [-0.27, -4.65, 3.92], [-1.06, -5.22, 2.45], [1.24, -3.25, 2.75], [1.09, -4.62, 1.65], [1.31, 5.20, 4.80], [1.58, 3.70, 4.99], [3.09, 3.47, 5.19], [1.48, 3.21, 3.31], [0.65, 2.25, 3.10], [0.56, 1.72, 1.85], [-0.08, 1.81, 4.35], [-1.09, 0.84, 4.54], [-1.59, 0.60, 5.82], [-1.12, 1.32, 6.92], [-0.13, 2.30, 6.74], [0.36, 2.53, 5.46], [-1.48, 0.25, 3.75], [-2.36, -0.16, 5.97], [-1.51, 1.12, 7.91], [0.24, 2.86, 7.59]], "mulliken_charge": [-0.572, -0.491, 0.699, -0.898, 0.104, 0.595, -0.825, -0.219, -0.966, 1.105, -0.895, 0.183, 0.311, -0.767, 0.410, 0.356, -1.037, 0.332, 0.429, 0.188, 0.426, 0.395, 0.233, -0.020, 0.147, -0.676, 0.917, -0.926, 0.325, 0.128, -0.730, 0.441, 0.319, -0.981, 0.306, 0.392, -0.622, 0.448, 0.372, 0.167, 0.352, -0.177, 0.982, -0.940, 0.263, -0.303, -0.803, 0.428, 0.362, -1.057, 0.323, 0.452, -0.233, 0.408, 0.369, 0.095, 0.097, -0.115, 0.309, 0.464, -0.723, 0.048, -0.258, 0.292, 0.385, -0.993, -0.122, 0.460, -0.970, 0.421, 0.340, 0.233, 0.438, -0.663, 0.950, -0.653, -0.673, 0.297, -0.769, 0.804, 0.975, -1.248, -0.480, -0.774, -0.149, 0.212, 0.425, 0.384, 0.432]}

(3)
{"formula": "C7H7NOS", "method": "wB97M-V/def2-TZVPD", "total_energy_ha": -798.9226, "gap_ev": [6.80, 7.43], "e_above_lowest_kj_mol": 433.3, "lumo_ev": [-0.8, -1.2], "species": ["C", "C", "C", "C", "C", "C", "C", "N", "O", "S", "H", "H", "H", "H", "H", "H", "H"], "coordinates": [[-2.12, 0.16, 0.04], [-3.42, 0.74, -0.11], [1.72, 1.60, 0.01], [-0.88, 0.66, -0.19], [-0.46, 1.88, 0.15], [1.52, 0.09, 0.37], [0.31, -0.33, -0.36], [0.75, 2.37, -0.08], [-4.91, 2.86, -0.30], [-3.52, 2.38, -0.47], [-2.20, -0.95, 0.26], [-4.30, 0.27, 0.11], [2.68, 1.96, -0.09], [2.35, -0.51, -0.07], [1.52, -0.14, 1.42], [-0.15, -1.28, -0.15], [0.51, -0.31, -1.41]], "mulliken_charge": [-0.304, -0.550, -0.134, 0.954, -0.302, -0.588, -0.889, -0.412, -0.524, 0.364, 0.158, 0.433, 0.465, 0.276, 0.314, 0.428, 0.311]}